Record 1
This record from OMol25 describes a 2-piece molecular cluster, C4H12NOS2 overall. The level of theory is ωB97M-V with the def2-TZVPD basis set.

As for the spin multiplicity: 1. The calculation puts the LUMO energy at 3.6 eV. The calculation puts the frontier orbital gap at 6.29 eV. As for the net charge: -1.

Bonds (Å) are listed after each position.
Element x y z (Å)
1 H 2.15355 -2.44567 1.91143  C8 1.092
2 H 0.85650 -1.11667 -1.98471  N11 1.015
3 C -1.67394 -0.17778 -1.92597  O4 1.408, H6 1.092, C13 1.521, H19 1.093
4 O -2.54462 0.83496 -1.47889  C3 1.408, H14 0.973
5 H 1.35491 -0.33344 -3.30626  N11 1.016
6 H -1.39724 -0.83385 -1.09777  C3 1.092
7 H 2.58207 -1.95871 3.54862  C8 1.095
8 C 2.38478 -1.58263 2.53925  H1 1.092, H7 1.095, C10 1.519, H12 1.090
9 H 1.45621 0.27126 3.18558  C10 1.094
10 C 1.23740 -0.58749 2.54458  C8 1.519, H9 1.094, H15 1.091, S17 1.818
11 N 0.52559 -0.70393 -2.85039  H2 1.015, H5 1.016, C13 1.470
12 H 3.29610 -1.12346 2.15541  C8 1.090
13 C -0.39495 0.39327 -2.52010  C3 1.521, N11 1.470, H18 1.090, H20 1.094
14 H -2.19821 1.10218 -0.60947  O4 0.973
15 H 0.30223 -1.03943 2.87703  C10 1.091
16 S -0.74393 1.23076 1.19697  S17 2.072
17 S 0.93417 0.05963 0.87275  C10 1.818, S16 2.072
18 H -0.62335 0.94188 -3.43432  C13 1.090
19 H -2.20443 -0.76407 -2.67993  C3 1.093
20 H 0.01097 1.09871 -1.78931  C13 1.094



Record 2
This record from OMol25 describes an isolated ion of composition C4H12NP2 and charge +1. The level of theory is ωB97M-V with the def2-TZVPD basis set.

As for the spin multiplicity: 1. The calculation puts the LUMO energy at -3.4 eV. The calculation puts the frontier orbital gap at 10.12 eV. As for the structure (SMILES): P[C@H]1C[NH2+][C@@H](P)C1. As for the net charge: +1.

Bonds (Å) are listed after each position.
Element x y z (Å)
1 C -1.24484 0.04223 0.71088  P3 1.971, C6 1.479, H8 1.085, C16 1.593
2 H -2.60157 1.91935 0.21776  P3 1.415
3 P -1.98624 1.11214 -0.76874  C1 1.971, H2 1.415, H18 1.514
4 H -0.33715 -1.85388 1.17184  C6 1.016
5 H 1.77374 -0.56393 1.14190  C19 1.125
6 C -0.68083 -1.28942 0.40064  C1 1.479, H4 1.016, H7 1.029, N10 1.486
7 H -1.25587 -1.96000 -0.12666  C6 1.029
8 H -1.97610 -0.03250 1.50881  C1 1.085
9 H 0.03532 1.81882 0.80506  C16 1.062
10 N 0.50374 -0.96194 -0.43409  C6 1.486, H11 1.074, H14 1.066, C19 1.442
11 H 0.29128 -0.54499 -1.40057  N10 1.074
12 P 2.39828 1.13187 -0.55301  H15 1.372, H17 1.356, C19 1.996
13 H 0.16323 0.92120 2.22320  C16 1.086
14 H 1.20555 -1.74499 -0.60768  N10 1.066
15 H 2.78636 -0.01656 -1.19468  P12 1.372
16 C 0.07888 0.81394 1.14620  C1 1.593, H9 1.062, H13 1.086, C19 1.466
17 H 1.33943 1.51080 -1.31006  P12 1.356
18 H -2.99629 0.07349 -1.20848  P3 1.514
19 C 1.09166 0.00961 0.45521  H5 1.125, N10 1.442, P12 1.996, C16 1.466



Record 3
This record from OMol25 describes one molecule with the formula C4H12NPS. The level of theory is ωB97M-V with the def2-TZVPD basis set.

As for the spin multiplicity: 1. The calculation puts the LUMO energy at 0.9 eV. The calculation puts the frontier orbital gap at 8.71 eV. As for the structure (SMILES): CN(CS)P(C)C.

Bonds (Å) are listed after each position.
Element x y z (Å)
1 H 0.05561 0.95493 -2.50018  C4 1.133
2 H 0.64892 0.68118 2.69822  C13 1.123
3 H 0.51225 -2.44226 0.11179  S7 1.340
4 C -0.00306 1.67325 -1.62571  H1 1.133, H6 1.148, P10 1.913, H15 1.058
5 C 1.58739 -0.28539 0.25160  S7 1.887, N12 1.341, H17 1.074, H19 1.072
6 H -0.66076 2.49552 -2.08309  C4 1.148
7 S 1.57482 -1.98658 -0.56497  H3 1.340, C5 1.887
8 H -1.11197 -0.00795 2.28391  C13 1.175
9 H -1.22166 -1.10073 -1.49606  C18 1.144
10 P -0.84560 0.96139 -0.06301  C4 1.913, N12 1.770, C18 1.876
11 H -2.71950 -0.23442 -1.17172  C18 1.039
12 N 0.39150 0.01632 0.77909  C5 1.341, P10 1.770, C13 1.490
13 C 0.05348 -0.14271 2.22116  H2 1.123, H8 1.175, N12 1.490, H16 1.067
14 H -1.98970 -1.01312 0.16472  C18 1.045
15 H 0.89845 2.08255 -1.25297  C4 1.058
16 H 0.56794 -1.01807 2.54774  C13 1.067
17 H 1.78106 0.33313 -0.60487  C5 1.074
18 C -1.81813 -0.49832 -0.72820  H9 1.144, P10 1.876, H11 1.039, H14 1.045
19 H 2.29899 -0.46870 1.03253  C5 1.072



What did the third record say?
This record from OMol25 describes one molecule with the formula C4H12NPS. The level of theory is ωB97M-V with the def2-TZVPD basis set.

As for the spin multiplicity: 1. The calculation puts the LUMO energy at 0.9 eV. The calculation puts the frontier orbital gap at 8.71 eV. As for the structure (SMILES): CN(CS)P(C)C.

Bonds (Å) are listed after each position.
Element x y z (Å)
1 H 0.05561 0.95493 -2.50018  C4 1.133
2 H 0.64892 0.68118 2.69822  C13 1.123
3 H 0.51225 -2.44226 0.11179  S7 1.340
4 C -0.00306 1.67325 -1.62571  H1 1.133, H6 1.148, P10 1.913, H15 1.058
5 C 1.58739 -0.28539 0.25160  S7 1.887, N12 1.341, H17 1.074, H19 1.072
6 H -0.66076 2.49552 -2.08309  C4 1.148
7 S 1.57482 -1.98658 -0.56497  H3 1.340, C5 1.887
8 H -1.11197 -0.00795 2.28391  C13 1.175
9 H -1.22166 -1.10073 -1.49606  C18 1.144
10 P -0.84560 0.96139 -0.06301  C4 1.913, N12 1.770, C18 1.876
11 H -2.71950 -0.23442 -1.17172  C18 1.039
12 N 0.39150 0.01632 0.77909  C5 1.341, P10 1.770, C13 1.490
13 C 0.05348 -0.14271 2.22116  H2 1.123, H8 1.175, N12 1.490, H16 1.067
14 H -1.98970 -1.01312 0.16472  C18 1.045
15 H 0.89845 2.08255 -1.25297  C4 1.058
16 H 0.56794 -1.01807 2.54774  C13 1.067
17 H 1.78106 0.33313 -0.60487  C5 1.074
18 C -1.81813 -0.49832 -0.72820  H9 1.144, P10 1.876, H11 1.039, H14 1.045
19 H 2.29899 -0.46870 1.03253  C5 1.072